A molecular structure, C11H36BMgO11S3 in a non-equilibrium geometry. Source: the Open Molecules 2025 dataset; level of theory: ωB97M-V/def2-TZVPD.

Its energy above the lowest of the compared OMol25 structures with the same formula, charge and spin is 25.5 kcal/mol. As for the net charge: +1. The LUMO energy comes out at -2.48 eV. The calculation puts the electronic energy at -2687.64198 a.u.

Each line ends with the natural charge from an NBO analysis.
Geometry (Å):
Mg (-0.74, -0.06, 1.60)  1.790
B (-2.38, -1.31, 2.02)  -0.884
H (-2.53, -0.57, 1.17)  -0.042
H (-1.53, -2.03, 1.76)  -0.025
H (-2.05, -0.72, 2.93)  -0.044
H (-3.36, -1.89, 2.19)  0.048
O (1.36, -2.13, -1.95)  -0.920
S (0.19, -2.27, -1.12)  2.383
O (-0.07, -1.33, -0.06)  -0.987
O (-1.16, -2.29, -2.05)  -0.716
C (-0.97, -2.81, -3.38)  -0.073
C (-2.31, -3.24, -3.95)  -0.625
C (0.10, -3.96, -0.46)  -0.856
H (-0.26, -3.64, -3.37)  0.190
H (-0.56, -2.00, -3.99)  0.188
H (-2.14, -3.71, -4.92)  0.236
H (-2.96, -2.37, -4.06)  0.212
H (-2.78, -3.92, -3.23)  0.223
H (-0.94, -4.15, -0.23)  0.275
H (0.76, -3.96, 0.40)  0.247
H (0.53, -4.62, -1.22)  0.257
O (0.89, 1.00, 0.90)  -1.040
S (1.96, 1.71, 0.20)  2.408
O (1.61, 2.60, -0.85)  -0.874
O (2.71, 2.58, 1.32)  -0.709
C (3.37, 1.95, 2.44)  -0.079
C (3.74, 3.09, 3.38)  -0.632
C (3.23, 0.57, -0.31)  -0.902
H (4.28, 1.47, 2.06)  0.182
H (2.79, 1.17, 2.94)  0.189
H (4.64, 2.78, 3.93)  0.228
H (2.96, 3.36, 4.09)  0.218
H (4.09, 3.98, 2.86)  0.240
H (2.82, -0.14, -1.03)  0.285
H (3.63, 0.01, 0.54)  0.246
H (4.07, 1.11, -0.75)  0.272
O (-1.47, 0.99, -0.07)  -1.002
S (-1.81, 1.38, -1.42)  2.387
O (-2.05, 2.77, -1.75)  -0.906
O (-0.59, 0.86, -2.35)  -0.721
C (-0.65, 1.10, -3.77)  -0.072
C (-0.19, 2.50, -4.15)  -0.643
C (-3.24, 0.42, -2.02)  -0.868
H (-1.67, 0.94, -4.12)  0.178
H (-0.03, 0.32, -4.23)  0.199
H (0.59, 2.82, -3.46)  0.236
H (-1.02, 3.20, -4.10)  0.231
H (0.17, 2.50, -5.18)  0.222
H (-2.80, -0.54, -2.27)  0.255
H (-3.69, 0.92, -2.87)  0.258
H (-3.92, 0.33, -1.18)  0.273
C (0.35, -1.37, 4.21)  -0.260
O (0.48, -1.09, 2.80)  -0.799
H (1.32, -1.27, 4.70)  0.182
H (-0.25, -0.57, 4.63)  0.205
H (-0.12, -2.33, 4.42)  0.208
H (1.23, -1.62, 2.52)  0.497
C (-0.27, 2.38, 3.38)  -0.262
O (-1.22, 1.40, 2.92)  -0.802
H (-0.77, 3.11, 4.01)  0.199
H (0.54, 1.88, 3.92)  0.179
H (0.17, 2.93, 2.54)  0.196
H (-2.09, 1.78, 3.10)  0.520

A molecular structure, C11H38ClO12 in a non-equilibrium geometry. Source: the Open Molecules 2025 dataset; level of theory: ωB97M-V/def2-TZVPD.

Its energy above the lowest of the compared OMol25 structures with the same formula, charge and spin is 567.5 kcal/mol. As for the net charge: -1. The LUMO energy comes out at 2.94 eV. The calculation puts the electronic energy at -1803.81019 a.u.

Each line ends with the natural charge from an NBO analysis.
Geometry (Å):
Cl (0.05, -0.36, 0.20)  2.640
O (-1.18, -0.85, 0.72)  -0.761
O (0.87, -1.51, 0.18)  -0.835
O (-0.04, 0.16, -1.11)  -0.745
O (0.57, 0.60, 1.12)  -0.733
C (3.31, 2.24, -0.98)  -0.635
C (1.88, 1.69, -0.87)  -0.198
O (0.87, 2.57, -1.43)  -0.616
H (4.02, 1.46, -0.71)  0.185
H (3.51, 3.12, -0.36)  0.192
H (3.64, 2.41, -2.00)  0.191
H (1.58, 1.58, 0.17)  0.198
H (1.86, 0.66, -1.24)  0.228
H (1.01, 2.38, -2.36)  0.437
C (1.19, -2.78, -2.23)  -0.647
C (2.20, -1.73, -2.61)  -0.055
O (1.69, -0.55, -2.07)  -0.769
H (1.50, -3.77, -2.56)  0.190
H (0.24, -2.54, -2.72)  0.203
H (1.00, -2.77, -1.15)  0.233
H (2.19, -1.72, -3.70)  0.169
H (3.16, -2.06, -2.21)  0.149
H (1.27, -0.79, -1.24)  0.483
C (0.86, -2.94, 2.59)  -0.660
C (1.57, -1.65, 2.77)  -0.094
O (0.62, -0.61, 2.75)  -0.770
H (1.49, -3.82, 2.69)  0.194
H (0.32, -3.01, 1.64)  0.212
H (0.00, -2.96, 3.26)  0.230
H (2.25, -1.58, 1.92)  0.171
H (2.15, -1.68, 3.69)  0.161
H (0.66, -0.21, 1.88)  0.420
C (-3.76, -0.90, 0.25)  -0.258
O (-2.67, -0.89, -0.64)  -0.782
H (-3.58, -1.52, 1.13)  0.155
H (-3.93, 0.09, 0.66)  0.154
H (-4.63, -1.24, -0.31)  0.169
H (-1.85, -0.77, -0.15)  0.421
C (-1.07, 0.53, -3.18)  -0.267
O (-1.58, 1.83, -2.76)  -0.719
H (-0.03, 0.68, -3.45)  0.170
H (-1.07, -0.21, -2.37)  0.207
H (-1.58, 0.07, -4.03)  0.148
H (-2.54, 1.81, -2.79)  0.464
C (-1.91, 2.19, -0.41)  -0.341
O (-0.49, 2.20, -0.68)  -0.732
H (-2.09, 2.42, 0.64)  0.139
H (-2.43, 2.87, -1.08)  0.148
H (-2.35, 1.20, -0.54)  0.175
H (-0.25, 1.30, -0.91)  0.439
C (-0.21, 3.06, 1.57)  -0.254
O (0.69, 3.03, 0.48)  -0.683
H (-1.15, 3.54, 1.31)  0.177
H (-0.41, 2.01, 1.80)  0.172
H (0.18, 3.57, 2.45)  0.149
H (1.52, 2.86, 0.92)  0.428
C (-1.83, -1.54, 2.79)  -0.276
O (-1.10, -1.36, 4.00)  -0.783
H (-1.50, -0.64, 2.27)  0.217
H (-1.62, -2.46, 2.25)  0.145
H (-2.91, -1.45, 2.96)  0.163
H (-0.17, -1.27, 3.80)  0.485

A molecular structure, C11H38CsN10O12S in a non-equilibrium geometry. Source: the Open Molecules 2025 dataset; level of theory: ωB97M-V/def2-TZVPD.

Its energy above the lowest of the compared OMol25 structures with the same formula, charge and spin is 0.0 kcal/mol. As for the net charge: -1. The LUMO energy comes out at -0.48 eV. The calculation puts the electronic energy at -2310.71936 a.u.

Each line ends with the Löwdin charge.
Geometry (Å):
Cs (-1.48, 5.03, 1.32)  0.927
S (0.27, -0.19, -1.11)  0.018
O (-1.02, -0.88, -1.25)  -0.488
O (0.70, -0.08, 0.27)  -0.486
O (1.27, -0.92, -1.87)  -0.481
O (0.21, 1.14, -1.71)  -0.510
C (-3.95, 1.09, -6.22)  -0.832
O (-4.66, 1.35, -7.19)  -0.004
N (-3.01, 1.86, -5.85)  0.168
N (-3.93, -0.07, -5.64)  0.172
H (-2.81, 2.49, -6.61)  0.126
H (-2.41, 1.68, -5.06)  0.128
H (-3.39, -0.12, -4.80)  0.121
H (-4.60, -0.73, -6.02)  0.120
C (5.56, 4.12, -1.63)  -0.822
O (6.59, 4.76, -1.62)  0.009
N (4.39, 4.66, -1.50)  0.170
N (5.64, 2.82, -1.67)  0.173
H (3.58, 4.06, -1.59)  0.114
H (4.25, 5.66, -1.57)  0.116
H (6.54, 2.44, -1.91)  0.123
H (4.81, 2.24, -1.64)  0.122
C (3.58, -0.33, -7.60)  -0.838
O (3.81, -0.49, -8.77)  0.027
N (2.85, 0.61, -7.09)  0.166
N (3.86, -1.21, -6.71)  0.164
H (2.85, 0.57, -6.08)  0.110
H (2.28, 1.28, -7.59)  0.123
H (4.27, -2.08, -7.05)  0.127
H (3.48, -1.06, -5.79)  0.120
C (-4.68, -5.50, 1.17)  -0.791
O (-5.29, -6.38, 1.75)  0.010
N (-5.10, -4.91, 0.08)  0.154
N (-3.47, -5.11, 1.47)  0.162
H (-4.39, -4.33, -0.35)  0.109
H (-5.97, -5.13, -0.39)  0.118
H (-3.01, -5.46, 2.30)  0.123
H (-3.27, -4.19, 1.11)  0.113
C (4.42, -4.88, 1.96)  -0.753
O (4.84, -5.75, 2.73)  -0.012
N (4.24, -5.01, 0.67)  0.161
N (4.07, -3.65, 2.35)  0.148
H (3.77, -4.20, 0.28)  0.112
H (4.44, -5.84, 0.13)  0.122
H (4.21, -3.36, 3.31)  0.113
H (3.47, -3.18, 1.68)  0.108
C (5.80, 2.25, 6.27)  -0.107
C (5.77, 2.70, 4.88)  -0.384
O (4.46, 2.84, 4.43)  -0.058
H (5.08, 2.85, 6.83)  0.079
H (6.75, 2.40, 6.79)  0.073
H (5.63, 1.17, 6.36)  0.078
H (6.29, 1.99, 4.24)  0.112
H (6.43, 3.54, 4.68)  0.114
H (4.11, 1.99, 4.13)  0.096
C (-3.21, -1.34, 7.25)  -0.098
C (-2.43, -0.66, 6.19)  -0.360
O (-1.27, -1.38, 5.81)  -0.065
H (-3.46, -2.36, 6.96)  0.078
H (-4.14, -0.83, 7.51)  0.075
H (-2.61, -1.41, 8.16)  0.076
H (-2.25, 0.36, 6.52)  0.099
H (-2.95, -0.50, 5.25)  0.110
H (-1.04, -1.13, 4.91)  0.087
C (-7.60, 3.63, -0.68)  -0.102
C (-7.33, 2.15, -0.70)  -0.334
O (-6.12, 1.98, 0.01)  -0.075
H (-8.60, 3.95, -0.96)  0.073
H (-6.91, 4.15, -1.35)  0.069
H (-7.28, 4.06, 0.27)  0.069
H (-7.20, 1.79, -1.72)  0.115
H (-8.17, 1.61, -0.26)  0.107
H (-5.57, 1.37, -0.48)  0.091

10 unconnected molecules or ions with the total composition C11H40BF4N14O9 in a non-equilibrium geometry. Source: the Open Molecules 2025 dataset; level of theory: ωB97M-V/def2-TZVPD.

As for the net charge: -1. The LUMO energy comes out at 1.52 eV. The calculation puts the electronic energy at -2311.61421 a.u.

Each line ends with the Löwdin charge.
Geometry (Å):
B (0.19, 0.14, 0.43)  -1.394
F (-0.19, -0.82, -0.48)  0.107
F (-0.19, -0.18, 1.76)  0.061
F (1.54, 0.35, 0.37)  0.111
F (-0.42, 1.33, 0.20)  0.113
C (-4.01, -5.75, 4.00)  -0.115
C (-3.75, -4.34, 4.55)  -0.309
O (-4.90, -3.52, 4.32)  -0.067
H (-4.41, -5.77, 2.99)  0.068
H (-4.66, -6.32, 4.67)  0.064
H (-3.11, -6.36, 3.92)  0.066
H (-2.79, -4.12, 4.07)  0.107
H (-3.46, -4.56, 5.58)  0.103
H (-4.78, -2.95, 3.56)  0.084
C (5.16, -1.62, 6.91)  -0.093
C (4.39, -1.04, 5.74)  -0.263
O (3.64, -2.14, 4.99)  -0.123
H (4.44, -1.98, 7.65)  0.075
H (5.72, -0.76, 7.28)  0.069
H (5.89, -2.38, 6.65)  0.073
H (4.93, -0.44, 5.00)  0.100
H (3.58, -0.39, 6.04)  0.099
H (2.83, -1.80, 4.60)  0.062
C (-5.97, -0.27, -2.32)  -0.718
O (-7.03, -0.05, -2.93)  0.003
N (-5.12, 0.70, -1.95)  0.128
N (-5.41, -1.41, -1.97)  0.151
H (-4.14, 0.49, -1.85)  0.099
H (-5.32, 1.67, -2.19)  0.108
H (-4.53, -1.31, -1.48)  0.110
H (-5.87, -2.27, -2.24)  0.119
C (3.13, 5.47, 3.32)  -0.760
O (3.07, 6.43, 4.09)  -0.006
N (2.49, 4.28, 3.48)  0.165
N (3.95, 5.61, 2.35)  0.152
H (1.95, 4.21, 4.33)  0.110
H (2.82, 3.52, 2.91)  0.103
H (4.21, 4.82, 1.78)  0.111
H (4.62, 6.36, 2.46)  0.125
C (-4.19, 4.48, 3.90)  -0.868
O (-4.85, 5.01, 4.75)  0.037
N (-3.14, 3.77, 4.15)  0.176
N (-4.41, 4.67, 2.67)  0.171
H (-3.01, 3.36, 5.06)  0.127
H (-2.76, 3.31, 3.33)  0.111
H (-3.84, 4.11, 2.06)  0.114
H (-5.30, 5.05, 2.41)  0.132
C (-0.89, -1.05, -7.74)  -0.850
O (0.09, -0.58, -8.27)  0.051
N (-1.45, -2.11, -8.17)  0.157
N (-1.55, -0.53, -6.77)  0.166
H (-2.42, -2.28, -7.96)  0.113
H (-1.03, -2.51, -9.00)  0.123
H (-2.36, -0.93, -6.32)  0.116
H (-0.99, 0.07, -6.20)  0.125
C (0.40, -7.01, -2.29)  -0.738
O (0.08, -8.20, -2.51)  -0.001
N (-0.52, -6.04, -2.10)  0.136
N (1.60, -6.54, -2.13)  0.161
H (-1.37, -6.21, -2.61)  0.104
H (-0.32, -5.06, -1.96)  0.102
H (1.79, -5.55, -2.12)  0.117
H (2.37, -7.16, -2.34)  0.120
C (-0.32, 6.77, -2.46)  -0.740
O (-0.44, 7.86, -3.05)  0.001
N (0.17, 5.63, -3.07)  0.132
N (-0.41, 6.55, -1.22)  0.163
H (0.31, 4.81, -2.49)  0.092
H (0.25, 5.56, -4.08)  0.102
H (-0.50, 5.57, -0.96)  0.118
H (-0.93, 7.28, -0.76)  0.131
C (6.32, -1.12, -4.16)  -0.764
O (5.95, -2.23, -3.96)  0.062
N (6.10, -0.18, -3.25)  0.152
N (6.96, -0.68, -5.28)  0.133
H (6.40, 0.71, -3.62)  0.098
H (5.42, -0.41, -2.54)  0.125
H (7.47, 0.18, -5.40)  0.091
H (6.82, -1.19, -6.14)  0.101